Entry 1:
This record from the Open Molecules 2025 dataset describes a 10-piece molecular cluster, C47H107N6O11 overall at a distorted geometry. The level of theory is the ωB97M-V functional and the def2-TZVPD basis.

Total charge   +3
Gap between HOMO and LUMO   8.92 eV
Maximum force   4.7 eV/A

Geometry as XYZ:
```
171
C47H107N6O11, DFT the ωB97M-V functional and the def2-TZVPD basis
C -1.776 7.116 6.822
C -1.211 5.996 5.981
C -1.233 6.343 4.522
N -0.818 5.264 3.533
C -0.772 5.779 2.129
C 0.328 6.779 1.807
C 1.703 6.186 2.087
C 1.660 5.762 3.507
C 0.547 4.758 3.827
C -1.812 4.171 3.548
H -1.514 6.891 7.867
H -2.872 7.244 6.617
H -1.237 8.069 6.572
H -1.829 5.086 6.061
H -0.167 5.758 6.340
H -0.592 7.168 4.314
H -2.253 6.757 4.218
H -1.783 6.284 1.947
H -0.682 4.907 1.474
H 0.280 7.695 2.365
H 0.273 7.109 0.800
H 2.407 7.000 1.872
H 1.913 5.348 1.453
H 1.704 6.602 4.192
H 2.652 5.240 3.702
H 0.585 4.491 4.890
H 0.617 3.901 3.183
H -1.840 3.735 4.560
H -1.464 3.417 2.797
H -2.805 4.526 3.342
C -3.865 -3.163 3.832
C -4.026 -4.595 4.355
C -3.591 -5.675 3.481
N -3.477 -7.099 4.005
C -3.576 -7.955 2.765
C -2.293 -7.846 1.907
C -1.039 -8.047 2.685
C -0.935 -7.044 3.887
C -2.136 -7.321 4.734
C -4.712 -7.374 4.759
H -4.380 -2.987 2.896
H -2.790 -2.935 3.707
H -4.227 -2.463 4.589
H -5.113 -4.807 4.319
H -3.737 -4.647 5.406
H -2.565 -5.417 3.119
H -4.259 -5.733 2.582
H -4.514 -7.635 2.250
H -3.649 -9.020 3.024
H -2.101 -6.932 1.236
H -2.423 -8.575 1.078
H -0.141 -7.959 2.007
H -1.077 -9.093 3.042
H -0.745 -5.969 3.731
H 0.011 -7.285 4.461
H -2.058 -6.771 5.709
H -2.164 -8.386 5.053
H -5.557 -7.063 4.131
H -4.600 -6.959 5.735
H -4.739 -8.482 4.896
C 3.335 3.803 -1.917
C 2.046 3.115 -2.197
C 1.511 3.512 -3.574
N 0.071 3.331 -3.806
C -0.135 3.168 -5.276
C 0.545 1.915 -5.766
C -0.141 0.709 -5.138
C 0.069 0.854 -3.631
C -0.548 2.171 -3.118
C -0.595 4.611 -3.446
H 4.053 3.582 -2.716
H 3.748 3.510 -0.932
H 3.236 4.861 -1.914
H 1.336 3.419 -1.465
H 2.137 2.019 -2.018
H 2.163 2.978 -4.315
H 1.742 4.582 -3.741
H 0.184 4.104 -5.714
H -1.215 3.188 -5.480
H 1.597 1.918 -5.450
H 0.524 1.954 -6.830
H 0.217 -0.236 -5.514
H -1.260 0.719 -5.281
H 1.193 0.902 -3.439
H -0.258 0.025 -2.998
H -0.524 2.404 -2.055
H -1.594 2.280 -3.286
H -0.232 4.950 -2.513
H -1.650 4.477 -3.387
H -0.415 5.462 -4.164
C 1.902 -3.587 0.800
C 3.303 -2.957 1.013
C 3.054 -1.411 1.115
N 4.216 -0.503 1.268
C 4.941 -0.578 0.033
C 5.978 0.555 -0.032
C 5.370 1.917 0.201
C 4.701 1.902 1.560
C 3.658 0.887 1.604
C 5.034 -0.996 2.418
H 1.459 -3.355 -0.167
H 1.274 -3.298 1.656
H 2.077 -4.674 0.768
H 4.024 -3.152 0.217
H 3.761 -3.275 1.917
H 2.363 -1.352 1.984
H 2.648 -1.123 0.154
H 4.251 -0.385 -0.780
H 5.305 -1.605 -0.048
H 6.466 0.429 -0.992
H 6.769 0.423 0.720
H 4.657 2.072 -0.571
H 6.160 2.653 0.196
H 4.193 2.855 1.773
H 5.416 1.839 2.399
H 2.826 1.193 0.927
H 3.300 0.712 2.630
H 5.578 -1.934 2.117
H 4.395 -1.120 3.337
H 5.729 -0.202 2.736
C 5.103 -3.836 -7.932
C 3.924 -3.576 -7.032
C 3.222 -4.849 -6.375
O 2.188 -4.338 -5.522
C 1.313 -5.371 -5.070
N 4.304 -2.670 -5.944
H 3.269 -1.636 -5.058
H 5.022 -3.021 -5.317
H 4.747 -1.879 -6.429
H 5.518 -2.849 -8.302
H 4.828 -4.472 -8.784
H 5.900 -4.321 -7.328
H 3.105 -3.135 -7.518
H 3.930 -5.466 -5.784
H 2.793 -5.499 -7.119
H 0.542 -5.514 -5.827
H 0.816 -4.993 -4.183
H 1.839 -6.291 -4.883
C -6.065 3.077 0.568
C -4.934 3.095 -0.473
C -5.307 3.488 -1.786
O -4.156 3.353 -2.613
C -4.452 2.760 -3.914
N -3.812 3.904 0.043
H -3.258 3.427 0.698
H -3.123 3.819 -0.685
H -7.666 -7.865 2.831
H -5.727 2.747 1.595
H -6.867 2.351 0.270
H -6.374 4.090 0.527
H -4.582 2.050 -0.630
H -5.749 4.473 -1.956
H -6.060 2.795 -2.242
H -5.065 3.507 -4.397
H -5.050 1.896 -3.651
H -3.501 2.529 -4.429
O 0.368 0.898 0.668
C 0.375 2.283 0.829
O -0.727 2.866 0.625
O 1.490 2.773 1.254
H -0.583 0.705 0.737
O 2.089 -2.464 -3.356
C 2.619 -1.211 -3.409
O 2.574 -0.484 -2.451
O 2.928 -0.800 -4.620
H 2.414 -2.881 -4.171
O -6.954 -8.371 3.166
C -4.475 -0.750 -1.151
O -3.684 -1.376 -0.559
O -5.239 -0.090 -1.722
H -7.292 -9.246 3.231
```

Results of the Löwdin charge analysis, in e, for atoms 1 through 5: C -0.09; C -0.26; C -0.14; N -0.28; C -0.11

=====

Entry 2:
This record from the Open Molecules 2025 dataset describes one molecule with the formula C2H7N3S at a distorted geometry. The level of theory is the ωB97M-V functional and the def2-TZVPD basis.

Gap between HOMO and LUMO   9.60 eV
Structure (SMILES)   CN(S)/C=N\N
Maximum force   4.0 eV/A

Geometry as XYZ:
```
13
C2H7N3S, DFT the ωB97M-V functional and the def2-TZVPD basis
C 1.673 1.214 -0.320
N 0.521 0.328 -0.334
S 0.958 -1.203 0.064
C -0.532 0.812 0.512
N -1.745 0.482 0.484
N -2.250 -0.386 -0.468
H 2.577 0.687 -0.807
H 1.476 2.105 -0.842
H 2.164 1.478 0.695
H 0.909 -1.240 1.633
H -0.117 1.455 1.262
H -1.629 -0.316 -1.240
H -3.241 -0.051 -0.648
```

Results of the Löwdin charge analysis, in e, for atoms 1 through 5: C -0.21; N -0.63; S 0.72; C -0.33; N -0.06

=====

Entry 3:
This record from the Open Molecules 2025 dataset describes C23H35GeN3O5Os as an isolated structure at a distorted geometry. The level of theory is the ωB97M-V functional and the def2-TZVPD basis.

Total charge   +3
Gap between HOMO and LUMO (spin up / spin down)   7.95 / 4.93 eV
2S+1   6
Maximum force   1.0 eV/A

Geometry as XYZ:
```
68
C23H35GeN3O5Os, DFT the ωB97M-V functional and the def2-TZVPD basis
Os -0.105 -0.172 0.171
C 3.190 2.089 -0.559
C 1.893 1.885 -1.320
C 1.437 3.196 -1.943
C 2.055 0.816 -2.393
O 0.849 1.454 -0.371
Ge -0.725 2.716 0.394
O -0.716 1.282 1.662
C -0.310 1.218 3.081
C 0.391 2.515 3.449
C -1.572 1.020 3.898
C 0.627 0.037 3.235
O -1.712 1.324 -0.490
C -2.917 1.441 -1.282
C -2.572 1.756 -2.728
C -3.607 0.084 -1.236
C -3.808 2.528 -0.680
H 4.001 2.238 -1.272
H 3.419 1.223 0.065
H 3.130 2.970 0.082
H 2.198 3.561 -2.631
H 1.296 3.964 -1.179
H 0.506 3.067 -2.504
H 2.559 1.234 -3.263
H 1.079 0.440 -2.719
H 2.658 -0.020 -2.029
H -0.291 3.365 3.365
H 1.256 2.684 2.801
H 0.744 2.474 4.478
H -2.269 1.844 3.738
H -1.326 0.987 4.959
H -2.060 0.077 3.633
H 1.528 0.179 2.635
H 0.119 -0.894 2.946
H 0.940 -0.078 4.272
H -1.975 0.958 -3.175
H -2.004 2.686 -2.772
H -3.476 1.889 -3.324
H -2.967 -0.689 -1.656
H -4.552 0.097 -1.775
H -2.984 -0.192 0.696
H -3.404 3.516 -0.907
H -3.873 2.447 0.410
H -4.813 2.493 -1.101
O 0.169 -2.736 -1.677
C 1.167 -2.569 -1.039
N 1.367 -1.533 -0.112
C 2.676 -1.525 0.412
O 3.146 -0.727 1.163
C 3.378 -2.711 -0.196
C 4.668 -3.152 -0.006
C 5.016 -4.296 -0.698
C 4.077 -4.951 -1.605
C 2.759 -4.489 -1.772
C 2.439 -3.368 -1.077
H 5.359 -2.652 0.659
H 6.003 -4.723 -0.566
H 4.417 -5.804 -2.180
H 2.058 -4.981 -2.434
N -3.880 -0.309 0.207
C -4.341 -1.692 0.352
C -3.501 -2.699 0.552
C -2.033 -2.587 0.612
N -1.409 -1.486 0.527
H -4.558 0.336 0.618
H -5.409 -1.831 0.252
H -3.917 -3.695 0.636
H -1.488 -3.529 0.713
```

Results of the Löwdin charge analysis, in e, for atoms 1 through 5: Os 1.81; C 0.00; C -0.63; C -0.04; C -0.02